Here is a 4-piece molecular cluster, C31H62N2O14P4S overall from the Open Molecules 2025 dataset. Energies are from wB97M-V/def2-TZVPD.

Lowest unoccupied orbital energy = -1.8 eV
Gap between HOMO and LUMO = 6.59 eV
Highest occupied orbital energy = -8.376 eV
SMILES = CCC(=O)OCCc1cc2nsnc2cc1P(C)C.CCOP(=O)(OCC)OCC.CCOP(=O)(OCC)OCC.CCOP(=O)(OCC)OCC

Last column: Mulliken charge in e.
Geometry (Å):
C: 7.07208 -4.68182 3.23037  -0.79
C: 7.50381 -3.28074 3.97358  -0.24
C: 7.32175 -2.00310 2.93047  0.50
O: 8.15674 -0.95694 2.84729  -0.57
O: 6.13835 -1.98382 2.01623  -0.35
C: 5.17464 -1.07353 2.70248  -0.50
C: 3.70030 -1.28212 2.01347  -0.50
C: 2.45720 -1.08717 3.10874  0.33
C: 2.51956 0.12350 4.26095  -0.52
C: 1.32285 0.29610 5.36819  0.32
N: 1.10991 1.26940 6.50663  -0.33
S: -0.39948 1.01316 7.41755  0.22
N: -1.02355 -0.35891 6.47427  -0.54
C: 0.00014 -0.67284 5.36518  0.31
C: -0.01216 -1.84542 4.21840  -0.30
C: 1.14486 -2.12195 3.08983  0.03
P: 1.01571 -3.56738 1.84214  0.14
C: -0.26344 -3.24091 0.46232  -0.85
C: 0.46668 -5.09218 2.85414  -0.99
H: 7.53210 -4.77506 2.15440  0.28
H: 5.89522 -4.65689 3.08704  0.15
H: 7.32283 -5.61459 3.89438  0.30
H: 6.83382 -3.05049 4.90502  0.24
H: 8.62091 -3.25303 4.32711  0.28
H: 5.21570 -1.32629 3.85259  0.34
H: 5.55260 0.01798 2.49763  0.24
H: 3.60655 -2.33010 1.46559  0.30
H: 3.58074 -0.42301 1.20642  0.27
H: 3.43046 0.86497 4.30302  0.31
H: -0.94610 -2.57944 4.21659  0.26
H: -1.32664 -2.90976 0.84145  0.18
H: 0.09029 -2.47361 -0.36291  0.25
H: -0.43197 -4.26935 -0.11970  0.36
H: 0.58580 -4.83384 3.99890  0.31
H: -0.67374 -5.26661 2.65155  0.29
H: 1.09898 -6.02393 2.50808  0.32
O: 3.28279 5.46894 4.89348  -0.72
P: 2.48951 6.71088 5.36868  1.06
O: 3.82148 7.52514 5.91153  -0.40
C: 4.59271 8.20313 4.93115  -0.31
C: 3.83299 9.37748 4.33698  -0.93
O: 2.02988 5.99709 6.81003  -0.39
C: 2.07377 4.56744 6.90803  -0.23
C: 3.46187 4.06932 7.31140  -1.08
O: 1.60318 8.09849 5.89961  -0.23
C: 0.49095 8.41209 5.06557  -0.22
C: -0.47962 7.25447 4.90579  -1.13
H: 4.89615 7.50260 4.14536  0.25
H: 5.49644 8.56633 5.42117  0.34
H: 3.00603 9.02814 3.71860  0.17
H: 4.48471 9.98321 3.69815  0.43
H: 3.42012 10.01680 5.12321  0.24
H: 1.74718 4.11081 5.96190  0.28
H: 1.34940 4.25373 7.65945  0.32
H: 4.27546 4.57822 6.79055  0.32
H: 3.55954 2.99303 7.12994  0.30
H: 3.62672 4.25746 8.38133  0.31
H: 0.85860 8.72406 4.08295  0.24
H: -0.02711 9.26601 5.50928  0.36
H: 0.00539 6.37586 4.46816  0.34
H: -1.30789 7.53917 4.24922  0.41
H: -0.88300 6.95170 5.87610  0.27
O: -3.89638 2.01598 -2.70896  -0.72
P: -3.92496 0.85370 -1.68630  0.94
O: -2.41695 0.29630 -2.06977  -0.32
C: -1.32014 0.98446 -1.48746  -0.44
C: -1.26539 0.77627 0.01686  -0.95
O: -4.82067 -0.14436 -2.68622  -0.33
C: -5.56922 0.45270 -3.75328  -0.39
C: -4.71538 0.64317 -5.00720  -0.88
O: -3.95689 -0.44490 -0.54370  -0.18
C: -4.64354 -0.12023 0.66217  -0.24
C: -6.06928 0.34918 0.42860  -1.16
H: -1.37974 2.05179 -1.72733  0.28
H: -0.41028 0.59101 -1.94144  0.37
H: -2.09257 1.28973 0.50720  0.19
H: -0.33705 1.18011 0.43501  0.44
H: -1.33048 -0.28647 0.26921  0.21
H: -6.00863 1.40576 -3.42322  0.32
H: -6.40926 -0.20041 -3.98895  0.40
H: -3.71463 1.02672 -4.79844  0.28
H: -5.20298 1.32511 -5.71294  0.31
H: -4.56758 -0.32489 -5.50554  0.19
H: -4.08245 0.65401 1.19487  0.28
H: -4.65040 -1.01352 1.29179  0.34
H: -6.10397 1.24167 -0.20460  0.35
H: -6.54977 0.59727 1.38030  0.41
H: -6.65416 -0.42661 -0.07336  0.27
O: -0.85524 -4.31666 -8.08430  -0.72
P: -2.36046 -4.35343 -8.44556  0.99
O: -2.36572 -2.86477 -9.16367  -0.38
C: -1.88992 -2.80429 -10.49993  -0.33
C: -2.82406 -3.52402 -11.45841  -0.93
O: -2.84781 -3.89207 -6.91328  -0.31
C: -1.93317 -4.07023 -5.82372  -0.39
C: -0.98068 -2.88250 -5.68331  -0.88
O: -4.04221 -4.39452 -8.84919  -0.25
C: -4.50724 -5.69445 -9.20269  -0.23
C: -4.24606 -6.73422 -8.12645  -1.11
H: -0.88024 -3.22585 -10.55571  0.26
H: -1.82738 -1.75147 -10.77637  0.33
H: -2.78957 -4.60110 -11.29403  0.17
H: -2.53338 -3.34344 -12.49891  0.42
H: -3.85838 -3.19442 -11.32102  0.24
H: -1.37825 -5.01268 -5.94276  0.32
H: -2.51109 -4.17512 -4.90570  0.41
H: -0.58721 -2.52476 -6.63693  0.30
H: -0.13300 -3.13489 -5.03631  0.32
H: -1.51397 -2.03009 -5.24023  0.16
H: -4.02874 -6.00251 -10.13766  0.24
H: -5.58151 -5.62359 -9.39071  0.36
H: -3.17800 -6.83017 -7.90571  0.34
H: -4.60901 -7.71549 -8.44821  0.40
H: -4.74579 -6.45868 -7.19359  0.26

Cartesian forces, eV/Å:
C -0.981 0.378 0.081
C 0.034 0.622 -0.944
C 3.240 4.825 -1.077
O -5.207 -6.896 0.784
O 1.550 0.325 3.228
C -0.241 0.366 -0.194
C -0.590 0.642 0.421
C -1.535 1.490 3.009
C -1.798 -2.762 -1.244
C -3.167 -0.215 1.832
N -0.391 -2.793 -2.356
S 2.859 -3.285 -5.714
N 4.525 0.531 -2.871
C 0.981 0.920 0.652
C 1.782 0.338 -1.018
C -1.736 3.714 4.259
P 1.169 0.252 -0.086
C -1.747 -0.186 -0.823
C -1.218 0.057 0.479
H -0.701 0.178 2.284
H 2.492 -0.083 0.274
H -0.307 1.905 -1.336
H 1.143 -0.494 -1.806
H -2.210 -0.031 -0.840
H -0.495 0.639 -2.218
H -0.784 -2.051 0.677
H 0.177 2.230 1.416
H 0.153 -1.888 1.610
H -2.049 -1.701 -0.135
H 2.207 1.733 -0.018
H 2.009 -0.556 -0.715
H -0.458 -1.495 1.979
H 0.536 2.102 1.397
H -0.051 -0.760 -2.363
H 2.101 0.022 0.482
H -1.326 1.993 0.853
O -2.620 1.952 -3.524
P 4.642 -1.775 8.545
O 0.029 0.251 -0.733
C 0.127 0.262 -0.070
C 0.141 0.240 -0.046
O -1.094 0.280 -1.058
C 0.396 -0.468 -0.345
C 0.069 0.025 0.429
O -0.787 -1.314 -3.368
C -0.658 0.245 -0.130
C -0.175 0.061 0.237
H 0.048 0.012 0.042
H -0.043 -0.119 0.124
H -0.108 0.021 -0.127
H -0.053 -0.130 0.063
H 0.093 -0.129 -0.098
H 0.210 0.135 0.340
H -0.077 0.312 0.115
H -0.245 -0.010 -0.174
H -0.128 0.163 0.056
H -0.072 -0.106 -0.189
H -0.107 0.155 -0.010
H 0.179 -0.042 0.065
H 0.044 -0.041 -0.098
H 0.120 -0.048 0.063
H 0.059 0.032 -0.119
O -0.836 1.505 4.492
P 2.212 -5.433 -7.910
O 0.215 0.487 0.517
C 0.254 -0.028 0.177
C 0.259 -0.026 0.101
O -0.721 0.551 1.249
C 0.121 0.528 -0.361
C 0.035 -0.426 -0.217
O -1.074 3.308 1.181
C -0.409 -0.126 0.585
C -0.132 -0.279 0.012
H 0.048 -0.035 -0.042
H -0.101 -0.059 -0.138
H -0.066 0.071 0.140
H -0.115 -0.012 -0.076
H 0.017 0.162 -0.064
H 0.246 -0.271 -0.132
H 0.111 -0.284 0.203
H -0.212 0.122 0.189
H 0.022 -0.130 0.123
H -0.106 0.205 0.055
H -0.002 -0.095 0.168
H 0.119 0.001 -0.146
H 0.026 0.115 0.002
H 0.071 -0.005 -0.129
H 0.074 0.100 0.054
O -1.170 -3.849 -2.635
P -0.146 8.634 4.764
O 0.199 -0.417 -0.617
C -0.063 0.100 -0.280
C -0.052 0.120 -0.249
O -0.290 -1.461 -0.395
C 0.629 0.028 0.019
C -0.238 0.366 0.209
O 2.005 -3.017 -0.764
C -0.489 -0.528 -0.037
C -0.260 0.039 0.155
H 0.001 0.065 0.001
H -0.007 0.026 0.176
H -0.017 -0.158 -0.055
H 0.024 -0.023 0.150
H 0.186 -0.020 0.004
H -0.111 0.370 -0.034
H -0.324 0.107 -0.141
H -0.031 -0.313 0.002
H -0.162 0.002 -0.059
H 0.114 -0.209 0.007
H -0.159 -0.054 -0.083
H 0.103 0.167 0.010
H 0.100 -0.040 -0.047
H 0.074 0.121 0.034
H 0.069 -0.029 -0.115

Here is a 2-piece molecular cluster, C3H7IN overall from the Open Molecules 2025 dataset. Energies are from wB97M-V/def2-TZVPD.

Lowest unoccupied orbital energy (alpha / beta) = -6.8 / -5.4 eV
Energy relative to the best compared isomer or geometry (same formula, charge and spin) = 156.5 kcal/mol
Gap between HOMO and LUMO (alpha / beta) = 7.64 / 9.13 eV
Highest occupied orbital energy (alpha / beta) = -14.414 / -14.485 eV
Charge = +1

Last column: Mulliken charge in e.
Geometry (Å):
C: 1.27929 0.67805 -0.25924  0.19
C: -1.08951 0.71132 0.01239  -0.65
C: 0.09783 -1.38533 0.05134  -1.09
N: 0.18511 0.07479 -0.13810  0.09
I: 3.12505 -0.03680 -0.09311  0.40
H: -0.03117 2.86428 0.12170  0.21
H: -1.62543 0.77818 -0.93125  0.31
H: -0.81007 1.80744 0.24896  -0.05
H: -1.48495 0.05003 0.70058  0.41
H: 0.72354 -1.66526 0.84251  0.48
H: 0.61135 -2.02615 -0.79872  0.36
H: -0.98104 -1.85056 0.24295  0.34

Cartesian forces, eV/Å:
C 0.193 0.380 0.308
C 0.647 2.604 -1.497
C -0.858 -3.406 -2.150
N 0.516 -1.141 -0.700
I 0.395 0.139 -0.216
H 0.641 0.022 -0.099
H -0.170 -0.450 -0.041
H -0.984 -1.325 0.466
H -2.047 -0.080 1.769
H 0.676 -0.107 1.691
H -1.326 1.769 1.076
H 2.316 1.595 -0.608